Entry 1:
# C24H33BN10O2Ti

A structure of composition C24H33BN10O2Ti (wB97M-V/def2-TZVPD, OMol25).

The total energy is -68215.089 eV. The expectation value of S² is 2.003. The spin multiplicity is 3. For the gap between HOMO and LUMO (alpha / beta), the calculation gives 7.5 / 8.6 eV. The total charge is 0. For the largest force on an atom, the calculation gives 0.59 eV Å⁻¹.

Element x y z (Å)
Ti -0.33 0.30 0.36
C 0.23 4.58 -2.40
C -0.74 3.83 -1.49
C -0.18 3.69 -0.08
C -1.12 2.51 -2.08
C -1.60 2.22 -3.38
C -1.88 0.88 -3.36
N -1.55 0.38 -2.16
N -1.09 1.39 -1.37
B -2.02 -1.00 -1.59
N -2.92 -0.77 -0.35
C -4.19 -1.17 -0.18
C -4.60 -0.79 1.07
C -3.49 -0.14 1.64
N -2.48 -0.14 0.77
C -3.36 0.44 3.02
C -2.22 1.44 3.13
C -3.22 -0.67 4.05
N -0.84 -1.95 -1.19
C -0.57 -3.13 -1.77
C 0.28 -3.84 -0.96
C 0.49 -3.01 0.16
N -0.19 -1.88 0.01
C 1.36 -3.29 1.35
C 2.83 -3.10 0.99
C 0.97 -2.46 2.57
H 0.48 5.56 -1.97
H -0.20 4.76 -3.39
H 1.16 4.02 -2.51
H -1.67 4.41 -1.42
H 0.75 3.13 -0.08
H -0.90 3.20 0.59
H 0.02 4.68 0.35
H -1.75 2.92 -4.19
H -2.29 0.24 -4.12
H -2.64 -1.55 -2.45
H -4.71 -1.69 -0.97
H -5.56 -0.95 1.53
H -4.30 0.97 3.22
H -1.25 0.97 2.96
H -2.19 1.87 4.14
H -2.32 2.27 2.42
H -2.29 -1.23 3.88
H -4.04 -1.38 3.99
H -3.19 -0.26 5.06
H -1.03 -3.38 -2.71
H 0.68 -4.82 -1.13
H 1.20 -4.35 1.60
H 3.01 -2.07 0.66
H 3.14 -3.77 0.19
H 3.47 -3.29 1.86
H 1.31 -1.43 2.47
H 1.44 -2.87 3.47
H -0.11 -2.46 2.73
N 1.29 0.93 1.57
C 2.43 0.70 1.71
C 3.76 0.38 1.86
C 4.48 -0.03 0.72
N 5.04 -0.38 -0.23
C 4.33 0.31 3.16
N 4.79 0.24 4.21
N 3.52 -1.04 -2.93
C 3.32 0.39 -3.05
C 2.34 0.86 -1.99
O 2.13 2.01 -1.70
O 1.66 -0.14 -1.40
H 4.29 -1.22 -2.29
H 3.73 -1.47 -3.82
H 2.01 -0.98 -1.82
H 2.87 0.63 -4.01
H 4.22 0.99 -2.94

Entry 2:
# C15H16FeN5OS4Sb

A structure of composition C15H16FeN5OS4Sb (wB97M-V/def2-TZVPD, OMol25).

The total energy is -109580.293 eV. The expectation value of S² is 6.146. The spin multiplicity is 5. The value obtained for the energy above the lowest of the compared OMol25 structures with the same formula, charge and spin is 0.0 kJ/mol. For the gap between HOMO and LUMO (alpha / beta), the calculation gives 5.7 / 5.7 eV. The total charge is 0. For the largest force on an atom, the calculation gives 0.49 eV Å⁻¹.

Element x y z (Å)
Fe -0.28 -0.66 -0.05
C 1.96 0.27 3.51
C 1.50 -0.24 2.19
N 0.29 -0.11 1.78
N -0.69 0.47 2.56
C -1.84 0.20 2.00
O -1.97 -0.47 0.90
C -3.08 0.70 2.64
C -4.30 0.15 2.28
C -5.48 0.60 2.87
C -5.43 1.62 3.81
C -4.21 2.18 4.17
C -3.04 1.71 3.60
C 2.35 -0.98 1.23
C 3.71 -1.17 1.38
C 4.39 -1.91 0.42
C 3.69 -2.45 -0.64
C 2.32 -2.21 -0.73
N 1.67 -1.51 0.18
H 1.85 1.35 3.54
H 1.32 -0.13 4.30
H 2.99 0.01 3.72
H -4.32 -0.65 1.55
H -6.43 0.15 2.60
H -6.34 1.97 4.27
H -4.17 2.97 4.91
H -2.08 2.14 3.87
H 4.23 -0.74 2.21
H 5.45 -2.06 0.51
H 4.18 -3.01 -1.42
H 1.73 -2.59 -1.56
S 2.35 -0.66 -3.59
Sb 0.29 0.19 -3.27
S 0.53 1.26 -0.98
S -0.92 -1.58 -1.91
N -4.40 2.26 -0.51
C -3.33 1.68 -1.08
N -3.47 0.45 -1.56
S -1.87 2.54 -1.16
H -5.23 1.74 -0.30
H -4.27 3.15 -0.06
H -4.30 -0.09 -1.35
H -2.65 -0.08 -1.81

Entry 3:
# C3H4F2N2

An isolated molecule of C3H4F2N2 in a non-equilibrium geometry (wB97M-V/def2-TZVPD, OMol25).

The total energy is -11588.738 eV. The value obtained for the energy above the lowest of the compared OMol25 structures with the same formula, charge and spin is 132.1 kJ/mol. For the gap between HOMO and LUMO, the calculation gives 10.0 eV. The total charge is 0. For the largest force on an atom, the calculation gives 2.82 eV Å⁻¹. The SMILES is C=N/N=C\C(F)F.

Element x y z (Å)
C -2.41 0.03 -0.30
N -1.16 0.09 -0.42
N -0.49 -0.08 0.83
C 0.78 -0.19 0.78
C 1.76 0.04 -0.33
F 2.35 1.23 0.00
F 2.62 -1.02 -0.28
H -3.02 0.02 -1.23
H -2.96 -0.03 0.59
H 1.19 -0.31 1.73
H 1.33 0.20 -1.36

Entry 4:
# C2H15N2O3

A cluster of 4 separate species, C2H15N2O3 in total in a non-equilibrium geometry (wB97M-V/def2-TZVPD, OMol25).

The total energy is -11420.221 eV. The expectation value of S² is 0.754. The spin multiplicity is 2. The value obtained for the energy above the lowest of the compared OMol25 structures with the same formula, charge and spin is 104.7 kJ/mol. For the gap between HOMO and LUMO (alpha / beta), the calculation gives 10.9 / 4.8 eV. The total charge is +2. For the largest force on an atom, the calculation gives 3.67 eV Å⁻¹.

Element x y z (Å)
N -0.65 0.62 -0.01
C 0.39 1.45 -0.68
C 1.86 0.93 -0.60
N 1.90 -0.53 -0.87
H -1.53 0.48 -0.50
H -0.27 -0.33 0.02
H -0.70 0.79 1.02
H 0.12 1.59 -1.72
H 0.47 2.47 -0.27
H 2.59 1.50 -1.16
H 2.23 0.96 0.43
H 2.24 -0.83 -1.79
H 2.48 -1.01 -0.15
H -0.27 -1.52 -2.90
H -1.73 -1.63 -2.96
O -1.04 -0.94 -2.92
H 0.10 0.93 3.29
H -0.83 -0.19 3.40
O -0.84 0.75 3.16
H -0.78 -2.45 1.28
H -1.98 -1.74 1.88
O -1.09 -1.57 1.53

Entry 5:
# C13H27N5O2SW

A structure of composition C13H27N5O2SW (wB97M-V/def2-TZVPD, OMol25).

The total energy is -38082.280 eV. The expectation value of S² is 2.028. The spin multiplicity is 3. The value obtained for the energy above the lowest of the compared OMol25 structures with the same formula, charge and spin is 0.0 kJ/mol. For the gap between HOMO and LUMO (alpha / beta), the calculation gives 7.6 / 5.2 eV. The total charge is +4. For the largest force on an atom, the calculation gives 0.14 eV Å⁻¹.

Element x y z (Å)
W -0.07 0.36 1.19
N 1.60 -1.16 1.61
C 1.99 -1.25 3.06
C 1.68 0.08 3.72
N 0.28 0.50 3.36
C -0.81 -0.19 4.14
C -1.32 -1.40 3.39
N -1.61 -0.99 1.97
H 1.38 -2.10 1.29
H 2.43 -0.91 1.08
H 3.06 -1.47 3.15
H 1.46 -2.07 3.52
H 2.35 0.86 3.36
H 1.78 0.02 4.80
H 0.23 1.48 3.62
H -1.61 0.53 4.29
H -0.43 -0.47 5.13
H -2.21 -1.80 3.86
H -0.59 -2.21 3.35
H -2.54 -0.58 1.95
H -1.71 -1.84 1.42
O -0.15 -3.71 -6.25
C -0.04 -2.39 -6.17
N 0.27 -1.97 -4.87
C 0.49 -0.59 -4.61
O 0.40 0.20 -5.50
C 0.88 -0.13 -3.22
C 1.87 0.86 -3.19
C 2.22 1.46 -1.99
C 1.54 1.04 -0.87
N 0.58 0.10 -0.88
C 0.25 -0.49 -2.04
H -0.35 -4.04 -7.14
H -0.93 -1.81 -6.57
H 0.69 -1.93 -6.91
H 0.46 -2.69 -4.19
H 2.34 1.18 -4.11
H 2.99 2.22 -1.93
H 1.77 1.50 0.12
H -0.55 -1.22 -2.01
C -1.13 3.80 0.70
S -1.53 2.07 1.01
C -3.31 2.17 1.32
H -1.69 4.13 -0.17
H -0.06 3.88 0.51
H -1.40 4.38 1.57
H -3.47 2.78 2.21
H -3.73 1.18 1.46
H -3.77 2.64 0.45

Entry 6:
# C43H43As2F3O4SSiSr

A structure of composition C43H43As2F3O4SSiSr (wB97M-V/def2-TZVPD, OMol25).

The total energy is -202862.252 eV. The value obtained for the energy above the lowest of the compared OMol25 structures with the same formula, charge and spin is 0.0 kJ/mol. For the gap between HOMO and LUMO, the calculation gives 8.8 eV. The total charge is 0. For the largest force on an atom, the calculation gives 0.54 eV Å⁻¹.

Element x y z (Å)
Sr 0.98 -2.39 0.46
C 2.82 0.70 -0.30
C 3.50 1.28 0.94
As 3.47 0.09 2.51
C 1.51 -0.16 2.58
C 0.62 0.84 2.17
C -0.75 0.70 2.38
C -1.25 -0.44 3.01
C -0.38 -1.44 3.42
C 0.99 -1.30 3.20
C 3.53 1.51 3.85
C 2.72 1.49 4.98
C 2.85 2.47 5.96
C 3.78 3.49 5.81
C 4.60 3.51 4.69
C 4.48 2.53 3.72
As 3.21 1.86 -1.89
C 2.71 3.53 -0.99
C 3.66 4.52 -0.82
C 3.37 5.67 -0.09
C 2.12 5.82 0.49
C 1.15 4.84 0.31
C 1.44 3.70 -0.42
C 1.54 1.65 -2.88
C 0.86 0.44 -2.95
C -0.31 0.33 -3.71
C -0.79 1.43 -4.40
C -0.10 2.63 -4.36
C 1.06 2.73 -3.61
H 1.73 0.65 -0.18
H 3.21 -0.30 -0.52
H 3.05 2.24 1.21
H 4.56 1.49 0.72
H 0.99 1.74 1.70
H -1.43 1.47 2.05
H -2.31 -0.54 3.16
H -0.76 -2.33 3.91
H 1.68 -2.08 3.53
H 1.98 0.71 5.11
H 2.21 2.45 6.83
H 3.88 4.25 6.56
H 5.33 4.30 4.56
H 5.13 2.56 2.85
H 4.65 4.40 -1.26
H 4.12 6.43 0.04
H 1.89 6.71 1.07
H 0.17 4.96 0.76
H 0.69 2.94 -0.56
H 1.23 -0.44 -2.44
H -0.85 -0.60 -3.73
H -1.70 1.34 -4.97
H -0.47 3.49 -4.91
H 1.58 3.68 -3.57
F 1.35 -4.58 1.98
C 2.59 -5.18 1.79
F 2.38 -6.46 1.49
F 3.24 -5.10 2.95
S 3.40 -4.23 0.45
O 2.34 -4.26 -0.56
O 4.64 -4.86 0.15
O 3.43 -2.90 1.06
C -3.12 -4.40 0.07
C -3.77 -3.02 0.01
C -5.11 -3.15 -0.73
C -4.03 -2.53 1.44
Si -2.52 -1.86 -0.84
O -1.13 -1.89 -0.04
C -3.11 -0.07 -0.98
C -2.17 0.93 -0.73
C -2.48 2.28 -0.85
C -3.76 2.66 -1.23
C -4.72 1.69 -1.49
C -4.39 0.34 -1.36
C -2.27 -2.50 -2.61
C -1.17 -3.31 -2.92
C -0.91 -3.72 -4.22
C -1.76 -3.33 -5.25
C -2.86 -2.53 -4.97
C -3.11 -2.13 -3.67
H -3.78 -5.11 0.59
H -2.17 -4.37 0.62
H -2.92 -4.80 -0.93
H -5.72 -3.93 -0.26
H -4.97 -3.43 -1.78
H -5.69 -2.23 -0.69
H -4.72 -3.20 1.96
H -4.47 -1.53 1.45
H -3.10 -2.50 2.01
H -1.17 0.64 -0.43
H -1.73 3.03 -0.66
H -4.01 3.71 -1.33
H -5.72 1.98 -1.79
H -5.16 -0.39 -1.58
H -0.51 -3.63 -2.13
H -0.05 -4.34 -4.43
H -1.56 -3.64 -6.27
H -3.52 -2.22 -5.77
H -3.96 -1.48 -3.47